No. 1
Entry from the Open Molecules 2025 dataset: a molecular structure, C5H20F2InNO9S2 at a distorted geometry (wB97M-V/def2-TZVPD).

```
40
Properties=species:S:1:pos:R:3
H -30.85561 -24.49891 23.00522
O -30.43180 -23.77899 34.58463
C -26.36538 -32.33905 38.82925
N -30.00667 -29.23639 31.70408
H -25.83741 -32.18761 39.77074
H -26.33135 -30.40861 38.84899
O -22.47385 -31.28597 31.74027
O -31.14341 -22.72790 22.03178
F -29.28123 -31.23038 32.58088
H -25.88195 -33.20506 38.37712
O -31.03653 -31.69470 31.08570
H -33.93766 -29.02474 40.31596
H -23.10138 -33.17109 32.39279
O -26.36174 -31.08437 38.16780
O -32.44104 -28.69779 31.15695
H -32.36656 -24.11127 35.20329
C -31.33091 -24.13725 35.54220
O -30.94739 -29.49186 29.35190
H -33.80854 -29.83610 42.86140
H -30.74806 -23.08792 24.03872
H -21.66785 -32.55877 33.24711
S -31.06582 -28.87904 30.66611
C -30.50935 -23.46612 23.04470
C -33.49129 -29.78929 40.95182
H -21.65933 -33.21244 31.55901
H -31.17680 -23.53729 36.43908
H -30.45274 -22.83170 34.43037
H -31.14944 -25.19871 35.71096
H -33.29594 -30.66810 40.33730
In -25.25363 -26.36470 33.57990
C -22.18318 -32.59327 32.28724
H -22.55516 -31.25191 30.78433
H -29.45320 -23.52734 22.78221
H -32.50499 -29.44521 41.26315
H -32.05514 -22.60239 22.30489
O -34.30958 -30.03751 42.06768
F -30.52522 -27.34959 30.32713
S -30.71894 -30.72913 32.07166
H -27.28373 -32.69098 39.29921
O -31.52077 -30.81151 33.30544
```

Output
**Maximum force**: 9.9 eV Å⁻¹
**DFT total energy**: -2119.5546 Ha
**Frontier orbital gap**: 0.041 Ha
**Energy relative to the best compared isomer or geometry (same formula, charge and spin)**: 0.0 kJ/mol
**HOMO**: -13.937 eV
**Charge**: +2



No. 2
Entry from the Open Molecules 2025 dataset: a molecular structure, C5H20F2N10O5Y at a distorted geometry (wB97M-V/def2-TZVPD).

```
43
Properties=species:S:1:pos:R:3
N -2.54707 -3.25211 3.89630
H 5.92285 -0.35825 2.56769
N -3.62342 -2.80407 -1.32449
O 4.16481 0.15627 -3.61976
N -4.53034 -1.46144 0.12371
N -1.48567 -2.91551 5.68250
N -1.70623 1.57759 -4.14750
H -1.52106 1.76415 -3.17231
N -0.88288 3.54640 -4.43256
H -2.78950 -3.19855 2.91729
H 2.61628 -1.36255 -2.76021
H -0.79641 4.41443 -4.94163
H 3.50570 2.36951 -2.78030
C 4.56143 1.13576 2.56809
H -5.26095 -1.08429 0.71028
H -1.26792 -2.25618 6.41596
H 1.56450 -0.15114 -1.91621
H -1.62240 -3.90721 5.81642
H -3.58588 -3.45324 -2.09732
H -2.53022 1.00669 -4.27085
H -3.60708 -1.09533 0.30716
H 2.12809 1.60953 -1.90387
H 6.43675 1.47962 2.89842
H -2.86925 -4.04765 4.42866
C -4.70523 -2.43217 -0.73546
Y -0.85088 2.81690 2.57850
O -1.82388 -1.15812 4.32663
H -2.94076 -2.07837 -1.15884
H -0.41024 3.31356 -3.57088
N 2.84949 1.62070 -2.61066
C -1.90728 -2.37129 4.57399
H 4.25154 -0.86632 2.41162
C -1.48947 2.51659 -4.99111
N 4.94174 -0.13271 2.48616
O -5.82240 -2.90189 -1.02950
O 3.39363 1.47552 2.60394
F -0.62505 0.40533 0.21138
F 0.15956 4.63072 -0.01933
N 5.56537 1.97468 2.77313
H 5.41206 2.96643 2.88732
O -1.76559 2.51166 -6.18233
C 3.17499 0.42169 -2.98992
N 2.31823 -0.42538 -2.53003
```

Output
**Maximum force**: 6.7 eV Å⁻¹
**DFT total energy**: -1363.8582 Ha
**Frontier orbital gap**: 0.060 Ha
**Energy relative to the best compared isomer or geometry (same formula, charge and spin)**: 1649.0 kJ/mol
**HOMO**: -10.776 eV
**Charge**: +1



No. 3
Entry from the Open Molecules 2025 dataset: a molecular structure, C5H20FN10O5Zn at a distorted geometry (wB97M-V/def2-TZVPD).

```
42
Properties=species:S:1:pos:R:3
N -2.42468 -0.85636 0.58772
H 3.29030 -1.69908 -1.66054
H -2.40698 3.76766 2.81662
O -0.30380 3.11620 0.59412
N 2.69298 -0.89527 -1.52942
H 0.34866 -0.63667 5.45153
H 5.15877 0.93972 -1.67445
N -0.08341 -1.46649 -4.55126
H -0.14069 -0.11483 -1.80701
N -1.04684 -2.51735 -0.05231
H 1.70008 -0.91840 -1.34582
H 4.98388 -0.71951 -1.60456
O -3.09486 -2.92241 0.04381
O -0.92925 0.64465 3.83711
H 0.08870 -1.44423 -5.54623
C -2.27198 -2.14135 0.18015
H -0.70591 -2.14118 -4.13008
Zn 1.15943 2.18409 -0.43115
H -1.69677 -0.19201 0.36664
H -1.01022 2.72790 3.02284
H -0.74579 -1.66308 -2.30074
C -1.35457 3.36808 1.12774
H -0.04484 -0.59284 1.51184
O 2.44169 1.18390 -1.50832
N 0.24004 -0.82255 2.45321
H -0.38968 -1.75953 0.06585
F 0.16104 0.45360 -0.10347
N 0.44510 -0.95986 4.49950
C 3.17653 0.24014 -1.58763
N -1.54323 3.37975 2.46509
N -2.48144 3.68870 0.65951
C 0.18505 -0.53960 -3.77470
H 0.91163 -1.83527 4.30952
N -0.23732 -0.81949 -2.52411
H -0.88543 -3.49561 0.14016
N 4.50632 0.17015 -1.62778
H -3.37773 3.74063 1.12218
H 0.86064 -1.61263 2.55671
C -0.20667 -0.34842 3.55620
H -3.35733 -0.50892 0.75958
H -2.47315 3.60898 -0.34731
O 0.86192 0.40886 -4.02062
```

Output
**Maximum force**: 8.3 eV Å⁻¹
**DFT total energy**: -3005.3575 Ha
**Frontier orbital gap**: 0.273 Ha
**Energy relative to the best compared isomer or geometry (same formula, charge and spin)**: 630.1 kJ/mol
**HOMO**: -12.024 eV
**Charge**: +1



No. 4
Entry from the Open Molecules 2025 dataset: 5 unconnected molecules or ions with the total composition C5H20N10O5 at a distorted geometry (wB97M-V/def2-TZVPD).

```
40
Properties=species:S:1:pos:R:3
N 3.33055 1.79583 1.05513
O 4.22231 -0.24807 0.57911
H -3.69768 -5.98092 0.95144
C -0.20955 1.17925 -3.44794
N 1.08180 -1.43201 0.19455
H -2.70643 2.36900 -0.51684
N 0.88025 1.25897 -2.60912
O -2.37022 2.40977 2.00423
O -0.23639 1.78628 -4.50797
H -1.97095 3.95371 -0.70166
N -2.38345 -3.91417 0.68463
H 1.08605 -2.39607 -0.08917
H -0.80460 1.08511 0.35499
C 4.10154 0.70833 1.34807
N -2.12024 3.11598 -0.17995
N -0.93053 4.12129 1.40642
H -1.69568 -3.17663 0.64068
H 4.56615 1.59960 3.09798
C -1.80117 3.08759 1.16281
H 1.54308 1.99964 -2.72014
H 2.95491 1.85031 0.12509
N -3.17397 -5.98528 0.10052
H 0.88736 1.06950 0.54017
H -1.97935 0.23551 -3.58023
C -0.09537 -0.78492 0.29496
H 0.99831 0.55816 -1.90036
H -3.32184 -6.71806 -0.56748
C -2.35248 -4.94758 -0.23429
N 0.03226 0.54842 0.51788
O -1.17435 -1.33465 0.05657
H -0.63362 4.16251 2.37398
H 1.94372 -1.00660 0.49860
N 4.78386 0.81219 2.51789
H -0.20292 4.29316 0.73594
N -1.16640 0.30173 -2.99363
H 5.15378 -0.02213 2.93679
H 3.23325 2.57234 1.67890
H -1.16507 -0.13494 -2.08895
H -2.95896 -3.91577 1.50577
O -1.64795 -4.87639 -1.22537
```

Output
**Maximum force**: 2.1 eV Å⁻¹
**DFT total energy**: -1126.4704 Ha
**Frontier orbital gap**: 0.334 Ha
**Energy relative to the best compared isomer or geometry (same formula, charge and spin)**: 81.0 kJ/mol
**HOMO**: -9.337 eV
**SMILES string**: NC(N)=O.NC(N)=O.NC(N)=O.NC(N)=O.NC(N)=O